(1)
DFT (the ωB97M-V functional and the def2-TZVPD basis) results for a gas-phase ion, C7H16NS (charge +1).

CARTESIAN COORDINATES (ANGSTROEM)
1 C 0.438 -0.710 -0.225
2 C 2.745 -0.023 -1.030
3 C 1.840 0.693 1.250
4 C -1.849 0.737 -1.066
5 C -1.421 0.465 1.418
6 C 1.469 0.316 -0.181
7 C -1.365 -0.185 -0.020
8 N -1.977 -1.534 -0.160
9 S 0.719 -2.233 -0.502
10 H 3.325 0.890 -1.279
11 H 2.358 -0.194 -2.052
12 H 3.358 -0.961 -0.757
13 H 1.634 -0.253 1.662
14 H 2.893 0.867 1.339
15 H 1.354 1.525 1.831
16 H -2.820 1.274 -1.076
17 H -1.857 0.204 -2.063
18 H -1.063 1.446 -1.122
19 H -2.464 0.499 1.841
20 H -0.713 -0.020 1.995
21 H -1.293 1.547 1.263
22 H 1.140 1.239 -0.701
23 H -2.468 -1.795 0.729
24 H -1.227 -2.317 -0.281
25 H -2.757 -1.479 -0.810

For the energy, the calculation gives -728.9266 Ha. The HOMO energy comes out at -13.40 eV. As for the charge: +1. The LUMO energy is -4.177 eV. Its relative energy (zero: lowest compared OMol25 entry of this formula, charge and spin) is 61.4 kcal/mol. The SMILES is CC(C)C(=S)C(C)(C)[NH3+].

Löwdin population analysis, charges in e, atoms 1 to 5: -0.5720 -0.0933 -0.0492 -0.0535 -0.0062


(2)
DFT (the ωB97M-V functional and the def2-TZVPD basis) results for 2 unconnected molecules or ions with the total composition C7H16O.

CARTESIAN COORDINATES (ANGSTROEM)
1 C -0.616 -1.429 -1.373
2 C 0.382 -0.264 -1.452
3 C -0.159 0.956 -0.703
4 C -0.292 0.876 0.795
5 C 0.341 -0.044 1.523
6 C -0.973 2.021 1.464
7 C -0.260 3.377 1.377
8 H -1.580 -1.034 -1.711
9 H -0.782 -1.720 -0.341
10 H -0.413 -2.219 -2.092
11 H 1.413 -0.529 -1.202
12 H 0.514 0.020 -2.504
13 H 0.437 1.843 -0.926
14 H -1.157 1.117 -1.126
15 H 0.886 -0.905 1.156
16 H 0.365 0.015 2.606
17 H -1.194 1.752 2.497
18 H -1.970 2.117 1.009
19 H -0.966 4.111 1.773
20 H 0.665 3.396 1.942
21 H -0.144 3.665 0.334
22 H 1.946 -5.866 -0.267
23 H 1.641 -5.194 -1.570
24 O 1.917 -6.063 -1.207

For the energy, the calculation gives -351.5179 Ha. The HOMO energy comes out at -9.30 eV. As for the charge: 0. The LUMO energy is 0.648 eV. Its relative energy (zero: lowest compared OMol25 entry of this formula, charge and spin) is 22.6 kcal/mol. The SMILES is C=C(CC)CCC.O.

Löwdin population analysis, charges in e, atoms 1 to 5: -0.1067 -0.2666 -0.1863 -0.3365 0.0498


(3)
DFT (the ωB97M-V functional and the def2-TZVPD basis) results for 2 unconnected molecules or ions with the total composition C7H16O.

CARTESIAN COORDINATES (ANGSTROEM)
1 C 0.908 -2.277 1.456
2 C 1.061 -1.088 0.511
3 C 0.011 -0.999 -0.604
4 C -1.401 -0.649 -0.095
5 C -1.480 0.655 0.677
6 C -1.261 1.928 -0.090
7 C -1.258 2.112 -1.396
8 H 1.884 -2.614 1.802
9 H 0.343 -2.008 2.346
10 H 0.397 -3.083 0.943
11 H 2.045 -1.032 0.029
12 H 1.117 -0.180 1.038
13 H -0.043 -1.993 -1.042
14 H 0.357 -0.261 -1.325
15 H -2.120 -0.648 -0.912
16 H -1.690 -1.481 0.556
17 H -2.467 0.751 1.137
18 H -0.805 0.624 1.531
19 H -1.159 2.778 0.577
20 H -1.412 1.278 -2.071
21 H -1.031 3.095 -1.762
22 H 2.878 2.460 -1.136
23 H 2.838 0.923 -1.076
24 O 2.287 1.709 -1.094

For the energy, the calculation gives -351.5140 Ha. The HOMO energy comes out at -9.26 eV. As for the charge: 0. The LUMO energy is 0.755 eV. Its relative energy (zero: lowest compared OMol25 entry of this formula, charge and spin) is 25.1 kcal/mol. The SMILES is C=CCCCCC.O.

Löwdin population analysis, charges in e, atoms 1 to 5: -0.0961 -0.2781 -0.2074 -0.2113 -0.2203


(4)
DFT (the ωB97M-V functional and the def2-TZVPD basis) results for 2 unconnected molecules or ions with the total composition C7H16O.

CARTESIAN COORDINATES (ANGSTROEM)
1 C 2.754 -1.558 -0.719
2 C 1.742 -0.613 -0.074
3 C 0.269 -1.038 -0.297
4 C -0.784 -0.178 0.328
5 C -0.540 0.849 1.140
6 C -1.598 1.655 1.829
7 C -2.198 -0.591 -0.046
8 H 2.706 -1.509 -1.799
9 H 2.544 -2.596 -0.425
10 H 3.769 -1.327 -0.363
11 H 1.890 0.355 -0.576
12 H 1.905 -0.336 0.966
13 H 0.238 -2.119 -0.149
14 H 0.141 -0.916 -1.365
15 H 0.486 1.065 1.409
16 H -2.181 2.334 1.192
17 H -1.167 2.308 2.593
18 H -2.324 1.062 2.359
19 H -2.928 0.185 0.163
20 H -2.452 -1.546 0.412
21 H -2.235 -0.666 -1.141
22 H 0.721 1.554 -2.057
23 H -0.572 1.726 -1.251
24 O -0.188 1.902 -2.127

For the energy, the calculation gives -351.5243 Ha. The HOMO energy comes out at -9.26 eV. As for the charge: 0. The LUMO energy is 0.895 eV. Its relative energy (zero: lowest compared OMol25 entry of this formula, charge and spin) is 18.6 kcal/mol. The SMILES is C/C=C(\C)CCC.O.

Löwdin population analysis, charges in e, atoms 1 to 5: -0.1084 -0.2703 -0.1834 -0.3289 -0.1313


(5)
DFT (the ωB97M-V functional and the def2-TZVPD basis) results for 2 unconnected molecules or ions with the total composition C7H16O2.

CARTESIAN COORDINATES (ANGSTROEM)
1 C -1.155 0.136 0.211
2 C -0.885 0.452 1.676
3 C -1.251 -1.347 -0.108
4 C -2.389 0.868 -0.297
5 C 0.112 0.927 -0.925
6 O -0.076 0.756 -2.146
7 H 0.342 1.882 -0.440
8 H -0.219 -0.274 2.147
9 H -2.063 -1.820 0.454
10 H -2.513 0.730 -1.372
11 H -1.814 0.445 2.256
12 H -0.452 1.448 1.800
13 H -1.422 -1.491 -1.178
14 H -0.336 -1.887 0.144
15 H -2.348 1.939 -0.082
16 H -3.284 0.470 0.196
17 C 2.102 0.053 -0.612
18 C 2.587 -0.706 0.598
19 O 2.209 -0.663 -1.773
20 H 1.524 -0.268 -2.379
21 H 2.553 1.049 -0.683
22 H 0.623 0.000 -0.189
23 H 2.120 -1.692 0.657
24 H 2.366 -0.155 1.514
25 H 3.670 -0.851 0.531

For the energy, the calculation gives -426.6625 Ha. The HOMO energy comes out at -8.22 eV. As for the charge: 0. The LUMO energy is 0.724 eV. Its relative energy (zero: lowest compared OMol25 entry of this formula, charge and spin) is 96.2 kcal/mol.

Löwdin population analysis, charges in e, atoms 1 to 5: -0.4999 -0.0641 -0.0577 -0.0783 -0.3468


(6)
DFT (the ωB97M-V functional and the def2-TZVPD basis) results for 2 unconnected molecules or ions with the total composition C7H16O2.

CARTESIAN COORDINATES (ANGSTROEM)
1 C 0.652 -2.489 0.195
2 C 0.937 -1.188 -0.554
3 C 1.180 -0.116 0.320
4 C 1.650 1.262 -0.422
5 C 1.947 2.500 0.453
6 C -2.608 -0.538 -0.109
7 C -2.535 0.942 -0.252
8 H 1.350 -2.555 1.157
9 H -0.351 -2.383 0.749
10 H 0.560 -3.387 -0.260
11 H 0.040 -0.920 -1.014
12 H 1.790 -1.359 -1.307
13 H 0.325 -0.164 1.038
14 H 1.996 -0.180 1.271
15 H 0.580 1.451 -0.953
16 H 2.396 0.773 -1.328
17 H 2.429 2.404 1.608
18 H 2.722 3.241 -0.081
19 H 0.761 3.069 0.602
20 H -3.121 -2.207 -0.438
21 H -2.018 1.521 0.700
22 H -1.685 1.340 -0.822
23 H -3.597 1.361 -0.475
24 O -2.581 -0.993 1.038
25 O -2.820 -1.385 -1.114

For the energy, the calculation gives -426.6188 Ha. The HOMO energy comes out at -9.99 eV. As for the charge: 0. The LUMO energy is 0.621 eV. Its relative energy (zero: lowest compared OMol25 entry of this formula, charge and spin) is 123.7 kcal/mol. The SMILES is CC(=O)O.CCCCC.

Löwdin population analysis, charges in e, atoms 1 to 5: -0.0940 -0.3527 -0.3329 -0.2911 -0.1892